Formula: C6H8
Source: OMol25
Level of theory: ωB97M-V with the def2-TZVPD basis set

Properties
total energy	-6345.72502	eV
ΔE to the lowest compared entry with this formula, charge and spin	116.66	kcal/mol
lowest unoccupied orbital energy	0.9	eV
SMILES	CC#CC.C#C
maximum force	6.6	eV Å⁻¹

```
14
C6H8 (ωB97M-V with the def2-TZVPD basis set)
C 0.862 0.053 2.329
C -1.473 0.743 -1.004
C -0.760 -0.472 -1.349
C 1.035 1.209 1.939
C 1.215 -2.071 -1.590
C 0.293 -1.035 -1.356
H 1.918 -2.326 -0.723
H -2.447 0.780 -1.499
H 0.358 -0.791 2.814
H -0.902 1.589 -1.596
H 1.945 -2.130 -2.515
H 0.889 -2.985 -1.528
H 1.356 2.128 1.445
H -1.667 0.976 0.186
```